Entry 1:
Computed, not measured: C5H7N in the gas phase in a non-equilibrium geometry, with wB97M-V/def2-TZVPD.

Calculated values
relative energy (zero: lowest compared OMol25 entry of this formula, charge and spin) = 155.1 kJ/mol
orbital gap = 9.79 eV
E_HOMO = -0.3486 hartree

Each line ends with the Löwdin charge.
Element x y z (Å)
C 1.386 0.699 0.696  -0.0473
C 0.133 0.082 0.000  -0.2846
C 0.274 -1.180 -0.865  -0.0712
C -1.055 0.548 0.501  -0.1178
C -2.267 0.261 -0.111  -0.2475
N -3.301 0.133 -0.695  0.1344
H 1.190 0.698 1.774  0.0850
H 1.433 1.716 0.438  0.0586
H 2.264 0.163 0.378  0.0632
H -0.449 -1.045 -1.751  0.0901
H 1.426 -1.283 -1.308  0.1278
H -0.056 -2.121 -0.295  0.1025
H -0.979 1.327 1.237  0.1068

Forces on atoms 1 to 2 (eV/Å):
C -1.711 -1.568 -0.365
C -0.099 -0.520 2.112

Entry 2:
Computed, not measured: C5H7N in the gas phase in a non-equilibrium geometry, with wB97M-V/def2-TZVPD.

Calculated values
relative energy (zero: lowest compared OMol25 entry of this formula, charge and spin) = 99.3 kJ/mol
orbital gap = 11.74 eV
E_HOMO = -0.3974 hartree

Each line ends with the Löwdin charge.
Element x y z (Å)
N 0.720 1.994 1.873  0.1504
C 0.172 1.670 0.906  -0.2338
C -0.528 1.241 -0.311  -0.1461
C -0.411 -0.256 -0.570  -0.3059
C -0.194 -1.235 0.547  -0.1218
C 0.899 -0.979 -0.453  -0.1198
H -0.122 1.811 -1.156  0.1225
H -1.582 1.522 -0.206  0.1216
H -1.063 -0.584 -1.376  0.1338
H -0.723 -2.182 0.506  0.0992
H -0.053 -0.837 1.549  0.0974
H 1.767 -0.419 -0.117  0.1037
H 1.118 -1.746 -1.191  0.0988

Forces on atoms 1 to 2 (eV/Å):
N -0.537 -0.348 -0.993
C 0.477 0.308 0.817

Entry 3:
Computed, not measured: C5H7N in the gas phase in a non-equilibrium geometry, with wB97M-V/def2-TZVPD.

Calculated values
relative energy (zero: lowest compared OMol25 entry of this formula, charge and spin) = 287.4 kJ/mol
orbital gap = 10.10 eV
E_HOMO = -0.3459 hartree

Each line ends with the Löwdin charge.
Element x y z (Å)
C 3.420 0.035 -0.213  0.0623
C -0.319 1.050 0.055  -0.1092
C 0.804 0.260 -0.055  -0.2858
C -1.718 0.696 0.082  -0.1194
C 0.587 -1.233 -0.081  -0.0849
N 2.230 0.307 -0.138  -0.0478
H -0.096 2.050 0.452  0.1136
H -2.269 1.364 -0.512  0.0548
H -2.252 0.832 1.045  0.0998
H -2.044 -0.285 -0.356  0.0945
H -0.421 -1.523 -0.017  0.0343
H 1.140 -1.775 0.714  0.0969
H 0.939 -1.778 -0.976  0.0910

Forces on atoms 1 to 2 (eV/Å):
C -4.982 1.284 0.299
C 4.946 0.953 1.431

Entry 4:
Computed, not measured: C5H7N in the gas phase in a non-equilibrium geometry, with wB97M-V/def2-TZVPD.

Calculated values
relative energy (zero: lowest compared OMol25 entry of this formula, charge and spin) = 205.9 kJ/mol
orbital gap = 9.84 eV
E_HOMO = -0.3168 hartree

Each line ends with the Löwdin charge.
Element x y z (Å)
C 1.391 0.068 0.298  -0.0856
C 0.661 1.174 0.391  -0.1329
N -0.573 1.106 -0.299  -0.0743
C -1.486 0.201 0.378  -0.0992
C -0.685 -0.242 -0.833  -0.2221
C 0.623 -1.001 -0.468  -0.1375
H 2.367 -0.061 0.750  0.0936
H 0.794 2.071 0.983  0.1112
H -1.133 -0.345 1.251  0.1073
H -2.462 0.657 0.550  0.1016
H -1.095 -0.371 -1.837  0.1288
H 0.405 -1.868 0.170  0.1052
H 1.187 -1.396 -1.325  0.1038

Forces on atoms 1 to 2 (eV/Å):
C -0.048 0.120 0.059
C 0.311 -0.064 0.076

Entry 5:
Computed, not measured: a molecular structure, C5H7N in a non-equilibrium geometry, with wB97M-V/def2-TZVPD.

Calculated values
relative energy (zero: lowest compared OMol25 entry of this formula, charge and spin) = 442.3 kJ/mol
orbital gap = 9.98 eV
E_HOMO = -0.3222 hartree

Each line ends with the Löwdin charge.
Element x y z (Å)
C 1.467 -0.133 0.519  -0.0770
C 0.271 0.802 0.435  -0.2542
C -0.189 0.184 -0.905  -0.1678
C -1.578 0.002 -0.340  -0.1299
N -0.734 -0.244 0.901  0.0252
C 0.307 -0.956 0.001  -0.2122
H 2.274 0.025 -0.211  0.1111
H 1.835 -0.363 1.515  0.1011
H 0.228 1.864 0.708  0.1390
H 0.288 0.865 -1.587  0.1215
H -2.171 -0.895 -0.570  0.1059
H -2.214 0.889 -0.360  0.1028
H 0.215 -2.039 -0.106  0.1346

Forces on atoms 1 to 2 (eV/Å):
C 0.177 -0.050 0.366
C 0.057 0.392 0.392

Entry 6:
Computed, not measured: a molecular structure, C5H7N in a non-equilibrium geometry, with wB97M-V/def2-TZVPD.

Calculated values
relative energy (zero: lowest compared OMol25 entry of this formula, charge and spin) = 577.0 kJ/mol
orbital gap = 9.06 eV
E_HOMO = -0.3005 hartree

Each line ends with the Löwdin charge.
Element x y z (Å)
C -0.601 0.880 -0.963  -0.0126
C -0.164 -0.489 0.495  -0.5740
C -0.732 0.106 1.556  0.0152
N -1.069 -0.711 -0.548  0.0332
C 1.220 -0.727 0.180  -0.0955
C 2.354 -1.063 -0.053  0.1351
H -0.156 0.900 -1.943  0.0637
H 0.103 1.497 -0.330  0.0935
H -1.547 1.394 -0.837  0.0772
H -1.760 -0.182 1.723  0.0595
H -0.383 1.044 1.963  0.0640
H -0.806 -1.605 -1.016  0.1130
H 3.366 -1.367 -0.187  0.0277

Forces on atoms 1 to 2 (eV/Å):
C -0.760 -0.449 -1.250
C 0.152 -0.661 1.841

Entry 7:
Computed, not measured: C5H7N in the gas phase in a non-equilibrium geometry, with wB97M-V/def2-TZVPD.

Calculated values
relative energy (zero: lowest compared OMol25 entry of this formula, charge and spin) = 410.0 kJ/mol
orbital gap = 9.26 eV
E_HOMO = -0.3027 hartree

Each line ends with the Löwdin charge.
Element x y z (Å)
H 3.069 -1.387 -0.390  0.0751
N 2.781 -0.442 -0.089  0.1462
C 1.630 -0.117 -0.033  -0.2433
C 0.819 1.370 0.155  0.0182
C 0.200 -0.024 -0.056  -0.4280
C -0.977 -0.511 -0.748  -0.1025
C -1.020 -0.371 0.722  -0.0921
H 0.754 1.690 1.250  0.1113
H 0.772 2.028 -0.658  0.0540
H -0.972 -1.642 -1.145  0.1586
H -1.431 0.177 -1.376  0.0795
H -1.661 0.436 1.033  0.1032
H -1.045 -1.268 1.384  0.1197

Forces on atoms 1 to 2 (eV/Å):
H -0.681 0.240 0.537
N 3.939 -1.443 -0.953

Entry 8:
Computed, not measured: C5H7N in the gas phase, with wB97M-V/def2-TZVPD.

Calculated values
relative energy (zero: lowest compared OMol25 entry of this formula, charge and spin) = 490.5 kJ/mol
orbital gap = 7.90 eV
E_HOMO = -0.3024 hartree

Each line ends with the Löwdin charge.
Element x y z (Å)
C -0.882 0.842 0.393  -0.1918
C -1.031 -0.633 0.086  -0.1427
C -0.010 -1.431 -0.241  -0.2873
C 1.361 -1.364 -0.599  0.1488
N 1.265 1.413 -0.718  0.0995
C 0.557 1.288 0.333  -0.2633
H -1.301 1.067 1.382  0.1049
H -1.470 1.426 -0.330  0.1150
H -2.031 -1.051 0.147  0.0938
H -0.203 -2.507 -0.427  0.1277
H 1.979 -1.746 0.241  0.0262
H 0.705 1.213 -1.553  0.0622
H 1.060 1.484 1.286  0.1070

Forces on atoms 1 to 2 (eV/Å):
C 0.018 0.068 -0.014
C 0.039 -0.167 -0.052

Entry 9:
Computed, not measured: a molecular structure, C5H7N in a non-equilibrium geometry, with wB97M-V/def2-TZVPD.

Calculated values
relative energy (zero: lowest compared OMol25 entry of this formula, charge and spin) = 553.5 kJ/mol
orbital gap = 8.70 eV
E_HOMO = -0.2989 hartree

Each line ends with the Löwdin charge.
Element x y z (Å)
C -2.827 -0.004 0.282  -0.0220
C -1.411 -0.025 0.165  -0.2515
C -0.204 -0.294 0.075  -0.0004
C 1.050 -0.136 -0.599  -0.3414
C 2.196 0.394 0.201  -0.1616
N 2.189 -0.997 -0.209  0.0058
H -2.098 0.934 -0.489  0.2018
H -3.320 0.765 0.871  0.0616
H -3.418 -0.827 -0.134  0.0781
H 1.041 0.074 -1.670  0.1338
H 2.001 0.663 1.239  0.1070
H 2.919 1.028 -0.308  0.0977
H 1.881 -1.575 0.576  0.0911

Forces on atoms 1 to 2 (eV/Å):
C 1.234 2.064 -1.440
C 1.252 -1.527 1.496